The following is a quantum chemistry calculation of C18H21N5O2Sn as an isolated structure in a non-equilibrium geometry, from the Open Molecules 2025 dataset.

The value obtained for the HOMO energy (spin up / spin down) is -22.890 / -23.253 eV. The total energy comes out at -1335.336162 Ha. The calculation puts the max |F| at 4.04 eV/Å.

Geometry as ORCA input:
```
! wB97M-V def2-TZVPD RIJCOSX def2/J DEFGRID3
* xyz 4 1
N 0.5783 2.3047 -0.4074
C 0.6275 3.4572 -0.3062
C 0.7063 4.8908 -0.1689
H -0.3066 5.3229 -0.1870
H 1.2932 5.3054 -1.0037
H 1.1982 5.1419 0.7842
N 2.6367 -1.9360 -0.8076
C 3.6126 -2.5547 -0.8773
C 4.8200 -3.3283 -0.9425
H 5.4989 -2.8845 -1.6838
H 4.5768 -4.3571 -1.2414
H 5.3015 -3.3315 0.0443
N -1.9970 -1.8646 -0.5372
C -3.0620 -2.3042 -0.3869
C -4.3651 -2.8921 -0.1977
H -4.3056 -3.6722 0.5778
H -4.7053 -3.3422 -1.1441
H -5.0847 -2.1187 0.1147
Sn 0.4161 -0.4514 -1.0158
C 0.4011 -2.2363 1.1330
O 0.4160 -2.9253 2.0445
C 2.0344 0.2265 1.1160
O 2.6991 0.4445 2.0190
C 0.9518 0.8971 -3.0448
C -0.4450 0.9658 -2.9263
C -1.2102 -0.2136 -2.9546
C -0.5766 -1.4559 -3.0977
C 0.8215 -1.5266 -3.1927
C 1.5865 -0.3482 -3.1676
H 1.5475 1.8098 -3.0211
H -0.9458 1.9258 -2.8005
H -2.2946 -0.1517 -2.8512
H -1.1667 -2.3732 -3.1146
H 1.3043 -2.4986 -3.2762
H 2.6721 -0.3944 -3.2327
C -1.1460 2.6743 4.3949
N -1.1999 1.5823 3.4231
C -2.0823 0.5174 3.4119
C -1.7356 -0.2632 2.3337
N -0.6451 0.2900 1.7144
C -0.3517 1.4121 2.3515
H -2.0750 3.2661 4.3562
H -1.0274 2.2700 5.4133
H -0.2879 3.3222 4.1623
H -2.8675 0.3968 4.1379
H -2.2144 -1.1535 1.9591
H 0.3978 2.1541 2.0960
*
```

The following is a quantum chemistry calculation of the molecule C18H21N5O3 in a non-equilibrium geometry, from the Open Molecules 2025 dataset.

The value obtained for the HOMO energy is -8.312 eV. The total energy comes out at -1198.120282 Ha. The calculation puts the max |F| at 1.41 eV/Å. The structure (SMILES) is CC(C)c1ccc(NC(=O)Cn2cnc3c2c(=O)n(C)c(=O)n3C)cc1.

Geometry as ORCA input:
```
! wB97M-V def2-TZVPD RIJCOSX def2/J DEFGRID3
* xyz 0 1
C -5.3087 -1.2705 1.9657
C -5.1539 -1.1473 0.4483
C -6.3377 -0.3905 -0.1578
C -3.8503 -0.4750 0.0948
C -2.8877 -1.1472 -0.6488
C -1.6921 -0.5419 -0.9810
C -1.4302 0.7627 -0.5720
N -0.1996 1.3174 -0.9486
C 0.3037 2.5260 -0.6436
O -0.2189 3.3935 0.0206
C 1.7240 2.7299 -1.2328
N 2.7123 2.1205 -0.3852
C 3.4355 2.7156 0.5808
N 4.2605 1.9002 1.2017
C 4.0625 0.7018 0.6149
C 3.0939 0.7954 -0.3787
C 2.6894 -0.3344 -1.1489
O 1.8141 -0.3526 -2.0093
N 3.4033 -1.4732 -0.8084
C 3.1047 -2.7015 -1.5275
C 4.3836 -1.5989 0.1743
O 4.9280 -2.6607 0.3744
N 4.6937 -0.4670 0.8955
C 5.6901 -0.5214 1.9434
C -2.3835 1.4467 0.1740
C -3.5750 0.8263 0.4976
H -5.3573 -0.2889 2.4301
H -4.4641 -1.8090 2.3901
H -6.2213 -1.8106 2.2082
H -5.1421 -2.1576 0.0239
H -7.2667 -0.9174 0.0490
H -6.2202 -0.3047 -1.2358
H -6.4109 0.6105 0.2595
H -3.0761 -2.1604 -0.9748
H -0.9520 -1.0747 -1.5611
H 0.3888 0.6877 -1.4999
H 1.9178 3.8035 -1.2791
H 1.7867 2.2908 -2.2310
H 3.3466 3.7578 0.8131
H 2.7014 -3.4444 -0.8397
H 2.3770 -2.4668 -2.3002
H 4.0182 -3.0970 -1.9695
H 6.4586 0.2263 1.7518
H 5.2249 -0.3100 2.9060
H 6.1196 -1.5209 1.9442
H -2.1889 2.4563 0.4950
H -4.3019 1.3756 1.0765
*
```

The following is a quantum chemistry calculation of C18H21NO3S2 as an isolated structure in a non-equilibrium geometry, from the Open Molecules 2025 dataset.

The value obtained for the HOMO energy is -7.582 eV. The total energy comes out at -1774.769926 Ha. The calculation puts the max |F| at 16.20 eV/Å.

Geometry as ORCA input:
```
! wB97M-V def2-TZVPD RIJCOSX def2/J DEFGRID3
* xyz 0 1
C -2.0025 -3.6104 -3.3697
C -1.5648 -2.8023 -2.3033
C -0.2505 -2.2885 -2.4020
C 0.2452 -1.4125 -1.2407
C -0.5744 -1.0273 -0.1383
C -1.7516 -1.8196 0.0817
C -2.2325 -2.5897 -0.8676
H -3.1285 -3.0027 -1.1338
H -2.2704 -1.6987 0.8052
C -0.0274 -0.4662 1.0798
O 0.2689 -1.1900 2.1199
N 0.5352 0.8169 0.7758
C 1.1118 1.8332 1.7142
C 2.4097 2.0791 0.9411
H 2.9485 3.0388 1.4299
H 2.2098 2.4629 0.0914
S 3.3544 0.7808 1.0012
O 3.1011 -0.0930 -0.1355
O 4.8318 1.0176 0.8762
C 2.8933 -0.1546 2.5315
C 1.8717 0.9838 2.8924
H 1.1598 0.2561 3.6428
H 2.3140 1.5640 3.5604
H 2.4934 -1.1558 2.3514
H 3.8561 -0.1330 2.8650
H 0.5051 2.4263 2.0406
C -0.2435 1.6347 -0.2487
C -1.5413 1.1088 -0.6958
C -2.6187 1.2690 0.4318
C -3.9404 0.9561 -0.2781
C -3.6951 0.6494 -1.7484
S -2.0758 0.9136 -2.2514
H -4.5288 0.4035 -2.3773
H -4.8528 1.0825 0.2405
C -2.5263 1.6884 1.7908
H -3.4537 1.6092 2.0889
H -1.9089 2.6290 1.7303
H -2.0875 0.6502 2.4855
H 0.0000 2.5330 -0.1382
H 0.5663 1.1171 -1.1524
H 1.1539 -1.0780 -1.1131
H 0.5572 -2.5043 -2.9202
H -2.7573 -4.0968 -3.0552
H -1.2012 -4.1072 -3.6893
H -2.0854 -2.8364 -4.2442
*
```

The following is a quantum chemistry calculation of C18H22AuCl5NSi2 as an isolated structure, from the Open Molecules 2025 dataset.

The value obtained for the HOMO energy is -11.768 eV. The total energy comes out at -3769.301614 Ha. The calculation puts the max |F| at 0.72 eV/Å.

Geometry as ORCA input:
```
! wB97M-V def2-TZVPD RIJCOSX def2/J DEFGRID3
* xyz 1 1
Au -0.1919 0.1229 -1.8456
Cl 2.2897 -1.9114 -2.6724
C 0.7508 -2.6643 -2.3914
C -0.3647 -1.8564 -2.1786
C -1.6090 -2.4818 -2.1288
Cl -3.0362 -1.4998 -2.0180
C -1.7398 -3.8636 -2.1782
Cl -3.2841 -4.5989 -2.0826
C -0.5931 -4.6516 -2.2898
Cl -0.7241 -6.3550 -2.2847
C 0.6575 -4.0495 -2.4351
Cl 2.0580 -5.0116 -2.6595
C 1.6895 -1.8584 1.0903
Si 1.7729 -0.0195 0.9611
C 3.0534 0.5612 -0.2483
C 2.0969 0.7550 2.6166
C 0.0903 0.7047 0.3267
C 0.1919 2.1123 -0.1620
C 0.3980 3.2648 0.5786
C 0.4584 4.4622 -0.1154
C 0.3174 4.4814 -1.5026
C 0.1172 3.2943 -2.1665
N 0.0595 2.1421 -1.4823
Si -1.5990 0.3354 1.2133
C -1.4554 1.0488 2.9218
C -2.8851 1.2959 0.2841
C -1.8937 -1.4884 1.2726
H 2.6911 -2.2336 1.3167
H 1.3643 -2.3184 0.1607
H 1.0223 -2.1922 1.8874
H 4.0455 0.2270 0.0662
H 3.0789 1.6529 -0.3104
H 2.8698 0.1626 -1.2449
H 3.0787 0.3996 2.9405
H 1.3697 0.4643 3.3737
H 2.1356 1.8447 2.5765
H 0.5030 3.2207 1.6533
H 0.6176 5.3860 0.4252
H 0.3658 5.4057 -2.0589
H 0.0045 3.2394 -3.2398
H -1.2078 2.1121 2.9100
H -0.7277 0.5312 3.5455
H -2.4360 0.9423 3.3938
H -2.7229 2.3716 0.3980
H -3.8767 1.0683 0.6839
H -2.8993 1.0601 -0.7796
H -1.3657 -1.9493 2.1101
H -1.5751 -1.9843 0.3610
H -2.9610 -1.6815 1.4078
*
```